(1)
A cluster of 6 separate species, C4H23N3O5 in total in a non-equilibrium geometry, computed with ωB97M-V/def2-TZVPD.

Computed properties:
E, eV: -19214.524
Net charge: +2

Cartesian coordinates (Å):
C -0.585 -1.902 1.224
C -0.170 -0.529 1.765
C 0.163 0.390 0.619
C 1.135 0.061 -0.255
N 1.353 1.009 -1.354
N -0.617 1.495 0.528
N -1.951 -1.760 0.560
H 0.059 -2.288 0.446
H -0.641 -2.613 2.040
H 0.752 -0.721 2.304
H -0.928 -0.166 2.453
H 1.800 -0.767 -0.112
H 1.363 1.939 -0.955
H 2.283 0.882 -1.775
H 0.850 0.870 -2.241
H -0.552 2.292 -0.086
H -1.394 1.573 1.177
H -2.359 -2.682 0.439
H -1.849 -1.107 -0.242
H -2.536 -1.259 1.243
H 2.930 -1.798 3.461
H 3.418 -1.106 2.142
O 2.677 -1.556 2.564
H -2.756 2.335 3.336
H -3.788 1.537 2.607
O -2.905 1.909 2.481
H -2.096 -0.763 -2.650
H -0.748 -1.457 -2.273
O -1.326 -0.707 -2.072
H 1.918 -1.329 -3.792
H 2.176 -1.780 -2.350
O 1.616 -1.202 -2.881
H 0.807 4.308 -2.225
H 1.022 3.474 -3.538
O 0.877 3.421 -2.589



(2)
A cluster of 8 separate species, C4H23O9 in total in a non-equilibrium geometry, computed with ωB97M-V/def2-TZVPD.

Computed properties:
Multiplicity: 2
E, eV: -22945.135

Cartesian coordinates (Å):
C -0.344 0.188 2.106
O -1.535 0.699 1.595
C 0.042 -1.231 1.582
C 0.179 -1.366 0.004
C 0.886 -2.695 -0.347
O 0.928 -0.317 -0.543
H -0.495 0.127 3.192
H 0.349 0.988 1.970
H 1.024 -1.411 1.944
H -0.621 -1.968 2.034
H -0.856 -1.319 -0.511
H 1.684 -2.801 0.365
H 1.253 -2.580 -1.384
H 0.143 -3.522 -0.347
H -0.249 0.546 -0.881
H -0.979 4.097 -0.045
H 0.456 3.916 -0.454
O -0.125 4.574 -0.130
H -3.417 -0.741 3.029
H -3.122 0.060 1.783
O -3.823 -0.438 2.277
H 2.176 2.607 -1.404
H 1.240 1.545 -0.794
O 1.238 2.473 -1.099
H -4.176 -0.071 -0.313
H -2.827 0.351 -1.016
O -3.765 0.639 -0.749
H -1.451 0.796 0.661
H -0.853 1.898 -1.338
O -1.159 1.034 -1.062
H 3.144 -0.672 -0.237
H 4.094 -1.276 -1.023
O 4.073 -1.146 -0.033
H 1.923 -0.861 -2.268
H 2.594 -0.728 -3.601
O 2.372 -1.396 -2.962



(3)
A cluster of 8 separate species, C4H24N2O8S in total in a non-equilibrium geometry, computed with ωB97M-V/def2-TZVPD.

Computed properties:
SMILES: [NH3+]/C=C(\[O-])NCCS.O.O.O.O.O.O.O
E, eV: -34731.775

Cartesian coordinates (Å):
N -1.485 -1.997 -0.435
C -1.039 -0.601 -0.203
C 0.066 -0.369 0.574
O 0.673 -1.367 1.109
N 0.683 0.872 0.751
C 0.348 1.997 -0.110
C 1.374 2.544 -1.109
S 1.650 1.317 -2.407
H -0.690 -2.502 -0.831
H -1.919 -2.459 0.357
H -2.186 -1.910 -1.172
H -1.737 0.129 -0.564
H 1.654 0.800 1.004
H -0.564 1.805 -0.667
H -0.125 2.734 0.551
H 2.345 2.774 -0.687
H 0.821 3.388 -1.515
H 2.393 0.350 -1.850
O 0.458 -1.845 -2.480
H 1.270 -2.346 -2.445
H 0.446 -1.221 -1.740
O 3.395 -2.677 1.236
H 3.278 -2.362 2.148
H 2.638 -2.195 0.884
O -2.626 0.300 -2.866
H -2.400 0.020 -3.753
H -2.098 1.013 -2.526
O -2.134 3.353 -0.285
H -3.064 3.567 -0.161
H -1.679 4.169 -0.051
O 2.167 -0.774 3.257
H 1.371 -0.874 2.692
H 2.415 0.141 3.095
O 0.236 -3.927 0.958
H 1.126 -4.264 0.837
H 0.205 -3.225 1.620
O -2.814 1.977 2.338
H -2.046 2.009 2.920
H -2.405 1.656 1.525